No. 1
C21H25N3O5S | ωB97M-V with the def2-TZVPD basis set

Bonds (Å) are listed after each position.
Positions of all 55 atoms, in Å:
1 C -1.837 5.728 -0.350  C2 1.524, H31 1.087, H32 1.088, H33 1.087
2 C -0.485 5.984 0.305  C1 1.524, C3 1.526, H34 1.091, H35 1.091
3 C 0.309 4.692 0.470  C2 1.526, O4 1.421, H36 1.096, H37 1.094
4 O -0.357 3.905 1.449  C3 1.421, C5 1.349
5 C -0.221 2.562 1.462  O4 1.349, C6 1.395, C27 1.416
6 C -1.288 1.862 2.024  C5 1.395, C7 1.376, H38 1.078
7 C -1.300 0.487 2.084  C6 1.376, C8 1.394, H39 1.079
8 C -0.229 -0.235 1.562  C7 1.394, C9 1.442, C26 1.399
9 C -0.281 -1.676 1.532  C8 1.442, N10 1.279, H40 1.087
10 N 0.656 -2.347 0.979  C9 1.279, N11 1.361
11 N 0.601 -3.701 0.854  N10 1.361, C12 1.356, H41 1.014
12 C -0.447 -4.551 0.993  N11 1.356, O13 1.213, C14 1.521
13 O -1.539 -4.271 1.439  C12 1.213
14 C -0.131 -5.949 0.484  C12 1.521, S15 1.821, H42 1.090, H43 1.090
15 S 0.331 -5.920 -1.277  C14 1.821, C16 1.833
16 C -1.118 -5.039 -1.972  S15 1.833, C17 1.495, H44 1.089, H45 1.091
17 C -1.024 -3.554 -1.823  C16 1.495, C18 1.394, C25 1.393
18 C 0.109 -2.884 -2.280  C17 1.394, C19 1.378, H46 1.080
19 C 0.205 -1.513 -2.173  C18 1.378, C20 1.391, H47 1.079
20 C -0.847 -0.800 -1.610  C19 1.391, N21 1.435, C24 1.390
21 N -0.762 0.630 -1.522  C20 1.435, O22 1.217, O23 1.213
22 O 0.255 1.161 -1.925  N21 1.217
23 O -1.710 1.234 -1.065  N21 1.213
24 C -1.977 -1.454 -1.136  C20 1.390, C25 1.381, H48 1.079
25 C -2.061 -2.828 -1.243  C17 1.393, C24 1.381, H49 1.079
26 C 0.868 0.458 1.039  C8 1.399, C27 1.383, H50 1.077
27 C 0.904 1.840 0.996  C5 1.416, C26 1.383, O28 1.364
28 O 1.965 2.565 0.539  C27 1.364, C29 1.414
29 C 3.019 1.918 -0.147  O28 1.414, C30 1.526, H51 1.095, H52 1.094
30 C 4.077 1.348 0.793  C29 1.526, H53 1.087, H54 1.087, H55 1.087
31 H -2.404 5.012 0.238  C1 1.087
32 H -1.704 5.321 -1.350  C1 1.088
33 H -2.408 6.651 -0.424  C1 1.087
34 H 0.102 6.676 -0.301  C2 1.091
35 H -0.631 6.429 1.291  C2 1.091
36 H 1.332 4.909 0.800  C3 1.096
37 H 0.352 4.154 -0.482  C3 1.094
38 H -2.120 2.441 2.390  C6 1.078
39 H -2.147 -0.031 2.507  C7 1.079
40 H -1.167 -2.133 1.965  C9 1.087
41 H 1.439 -4.061 0.411  N11 1.014
42 H -1.005 -6.588 0.615  C14 1.090
43 H 0.722 -6.380 1.008  C14 1.090
44 H -2.009 -5.441 -1.491  C16 1.089
45 H -1.120 -5.316 -3.027  C16 1.091
46 H 0.918 -3.453 -2.713  C18 1.080
47 H 1.076 -0.983 -2.526  C19 1.079
48 H -2.771 -0.876 -0.687  C24 1.079
49 H -2.931 -3.342 -0.865  C25 1.079
50 H 1.685 -0.136 0.664  C26 1.077
51 H 2.618 1.148 -0.816  C29 1.095
52 H 3.464 2.707 -0.762  C29 1.094
53 H 4.892 0.926 0.211  C30 1.087
54 H 3.662 0.574 1.434  C30 1.087
55 H 4.470 2.140 1.426  C30 1.087

Computed properties:
Energy above the lowest of the compared OMol25 structures with the same formula, charge and spin in kJ/mol: 588.8
Charge: 0
Frontier orbital gap in eV: 7.244
SMILES string: CCCOc1ccc(/C=N/NC(=O)CSCc2ccc([N+](=O)[O-])cc2)cc1OCC
Largest force on an atom in eV/A: 1.4
Highest occupied orbital energy in eV: -7.704
E_tot in Ha: -1753.76497
LUMO energy in eV: -0.5

List of Mulliken charges in e, atom by atom: number 1, C, carries -1.106; number 2, C, carries -0.584; number 3, C, carries -0.300; number 4, O, carries -0.474; number 5, C, carries 0.575; number 6, C, carries -0.708; number 7, C, carries -0.856; number 8, C, carries 0.186; number 9, C, carries -1.103; number 10, N, carries -0.525; number 11, N, carries -0.042; number 12, C, carries 0.661; number 13, O, carries -0.601; number 14, C, carries -0.962; number 15, S, carries -0.125; number 16, C, carries -1.237; number 17, C, carries 0.903; number 18, C, carries -0.624; number 19, C, carries -0.437; number 20, C, carries -0.154; number 21, N, carries 1.237; number 22, O, carries -0.682; number 23, O, carries -0.658; number 24, C, carries -0.451; number 25, C, carries -0.373; number 26, C, carries -0.144; number 27, C, carries 0.934; number 28, O, carries -0.440; number 29, C, carries -0.289; number 30, C, carries -1.148; number 31, H, carries 0.250; number 32, H, carries 0.302; number 33, H, carries 0.370; number 34, H, carries 0.351; number 35, H, carries 0.303; number 36, H, carries 0.255; number 37, H, carries 0.299; number 38, H, carries 0.453; number 39, H, carries 0.428; number 40, H, carries 0.521; number 41, H, carries 0.329; number 42, H, carries 0.415; number 43, H, carries 0.410; number 44, H, carries 0.361; number 45, H, carries 0.510; number 46, H, carries 0.398; number 47, H, carries 0.482; number 48, H, carries 0.484; number 49, H, carries 0.288; number 50, H, carries 0.719; number 51, H, carries 0.130; number 52, H, carries 0.443; number 53, H, carries 0.396; number 54, H, carries 0.297; number 55, H, carries 0.332

No. 2
C14H24N4O2 | ωB97M-V with the def2-TZVPD basis set

Bonds (Å) are listed after each position.
Positions of all 44 atoms, in Å:
1 C -12.255 -16.288 -4.873  C2 1.532, H5 1.089, H6 1.100, H7 1.089
2 C -12.903 -17.398 -4.040  C1 1.532, C3 1.532, O4 1.194
3 C -13.203 -18.672 -4.835  C2 1.532, H8 1.086, H9 1.089, H10 1.095
4 O -13.008 -17.253 -2.859  C2 1.194
5 H -12.250 -16.297 -5.961  C1 1.089
6 H -11.173 -16.363 -4.692  C1 1.100
7 H -12.474 -15.281 -4.521  C1 1.089
8 H -12.654 -18.766 -5.767  C3 1.086
9 H -14.264 -18.852 -5.001  C3 1.089
10 H -12.860 -19.468 -4.166  C3 1.095
11 C -5.429 -13.232 -3.776  C12 1.535, H15 1.090, H16 1.087, H17 1.092
12 C -6.080 -11.914 -4.217  C11 1.535, C13 1.519, O14 1.198
13 C -7.057 -12.003 -5.376  C12 1.519, H18 1.088, H19 1.091, H20 1.095
14 O -5.798 -10.843 -3.757  C12 1.198
15 H -6.190 -13.950 -3.471  C11 1.090
16 H -4.705 -13.090 -2.978  C11 1.087
17 H -4.919 -13.666 -4.639  C11 1.092
18 H -7.722 -12.864 -5.336  C13 1.088
19 H -6.586 -11.805 -6.340  C13 1.091
20 H -7.752 -11.159 -5.333  C13 1.095
21 C -16.224 -14.655 -2.254  C22 1.442, H24 1.095, H25 1.089, H26 1.087
22 C -15.270 -14.129 -3.200  C21 1.442, N23 1.148
23 N -14.511 -13.740 -3.969  C22 1.148
24 H -16.657 -13.862 -1.635  C21 1.095
25 H -15.779 -15.291 -1.491  C21 1.089
26 H -17.084 -15.119 -2.731  C21 1.087
27 C -11.695 -13.047 -6.212  C28 1.474, H30 1.090, H31 1.089, H32 1.088
28 C -10.846 -12.870 -5.020  C27 1.474, N29 1.149
29 N -10.209 -12.715 -4.077  C28 1.149
30 H -11.353 -13.925 -6.759  C27 1.090
31 H -11.587 -12.134 -6.796  C27 1.089
32 H -12.745 -13.237 -5.998  C27 1.088
33 C -13.092 -7.207 -7.123  C34 1.461, H36 1.087, H37 1.084, H38 1.101
34 C -12.360 -8.466 -7.234  C33 1.461, N35 1.147
35 N -11.806 -9.469 -7.286  C34 1.147
36 H -12.503 -6.328 -6.877  C33 1.087
37 H -14.044 -7.281 -6.609  C33 1.084
38 H -13.342 -6.980 -8.171  C33 1.101
39 C -10.883 -17.734 -8.994  C40 1.464, H42 1.087, H43 1.090, H44 1.086
40 C -10.438 -16.698 -8.059  C39 1.464, N41 1.150
41 N -10.066 -15.880 -7.341  C40 1.150
42 H -11.719 -17.340 -9.566  C39 1.087
43 H -11.264 -18.558 -8.391  C39 1.090
44 H -10.007 -18.037 -9.560  C39 1.086

Computed properties:
Energy above the lowest of the compared OMol25 structures with the same formula, charge and spin in kJ/mol: 110.0
Charge: 0
Frontier orbital gap in eV: 9.339
SMILES string: CC(C)=O.CC(C)=O.CC#N.CC#N.CC#N.CC#N
Largest force on an atom in eV/A: 2.9
Highest occupied orbital energy in eV: -8.901
E_tot in Ha: -917.28232
LUMO energy in eV: 0.4

List of Mulliken charges in e, atom by atom: number 1, C, carries -0.508; number 2, C, carries 0.548; number 3, C, carries -0.963; number 4, O, carries -0.554; number 5, H, carries 0.205; number 6, H, carries 0.338; number 7, H, carries 0.056; number 8, H, carries 0.181; number 9, H, carries 0.278; number 10, H, carries 0.322; number 11, C, carries -1.057; number 12, C, carries 0.771; number 13, C, carries -0.945; number 14, O, carries -0.548; number 15, H, carries 0.311; number 16, H, carries 0.300; number 17, H, carries 0.301; number 18, H, carries 0.197; number 19, H, carries 0.351; number 20, H, carries 0.301; number 21, C, carries -0.971; number 22, C, carries 0.465; number 23, N, carries -0.375; number 24, H, carries 0.319; number 25, H, carries 0.278; number 26, H, carries 0.276; number 27, C, carries -0.285; number 28, C, carries 0.472; number 29, N, carries -0.511; number 30, H, carries -0.045; number 31, H, carries 0.259; number 32, H, carries 0.249; number 33, C, carries -0.810; number 34, C, carries 0.324; number 35, N, carries -0.350; number 36, H, carries 0.285; number 37, H, carries 0.266; number 38, H, carries 0.258; number 39, C, carries -0.835; number 40, C, carries 0.401; number 41, N, carries -0.394; number 42, H, carries 0.272; number 43, H, carries 0.240; number 44, H, carries 0.324

No. 3
C5H10NO3 | ωB97M-V with the def2-TZVPD basis set

Bonds (Å) are listed after each position.
Positions of all 19 atoms, in Å:
1 C 1.426 -1.031 1.286  C2 1.507, C3 1.527, H6 1.101, H7 1.096
2 C 1.981 -0.102 0.237  C1 1.507, H8 1.083, H11 1.090, H12 1.098
3 C 0.495 -0.376 2.303  C1 1.527, O4 1.217, N5 1.382
4 O 0.632 -0.649 3.481  C3 1.217
5 N -0.470 0.480 1.806  C3 1.382, H9 0.996, H10 1.030
6 H 0.932 -1.897 0.820  C1 1.101
7 H 2.245 -1.602 1.738  C1 1.096
8 H 2.380 0.854 0.552  C2 1.083
9 H -1.269 0.576 2.394  N5 0.996
10 H -0.520 0.543 0.779  N5 1.030
11 H 1.291 0.143 -0.570  C2 1.090
12 H 2.781 -0.640 -0.288  C2 1.098
13 C -1.198 -0.506 -3.194  C14 1.588, H17 1.088, H18 1.095, H19 1.098
14 C -0.992 0.554 -2.030  C13 1.588, O15 1.256, O16 1.239
15 O -1.053 0.002 -0.903  C14 1.256
16 O -0.952 1.753 -2.342  C14 1.239
17 H -0.225 -0.978 -3.315  C13 1.088
18 H -1.645 -0.067 -4.093  C13 1.095
19 H -1.904 -1.315 -2.967  C13 1.098

Computed properties:
Energy above the lowest of the compared OMol25 structures with the same formula, charge and spin in kJ/mol: 39.2
Charge: -1
Frontier orbital gap in eV: 8.495
Largest force on an atom in eV/A: 2.4
Highest occupied orbital energy in eV: -4.685
E_tot in Ha: -477.08700
LUMO energy in eV: 3.8

List of Mulliken charges in e, atom by atom: number 1, C, carries -0.240; number 2, C, carries -0.918; number 3, C, carries 0.390; number 4, O, carries -0.673; number 5, N, carries -0.381; number 6, H, carries 0.248; number 7, H, carries 0.308; number 8, H, carries 0.274; number 9, H, carries 0.226; number 10, H, carries 0.362; number 11, H, carries 0.070; number 12, H, carries 0.333; number 13, C, carries -0.909; number 14, C, carries 0.639; number 15, O, carries -0.756; number 16, O, carries -0.723; number 17, H, carries 0.184; number 18, H, carries 0.291; number 19, H, carries 0.275